# 1
ORCA calculation (ωB97M-V with the def2-TZVPD basis set) on a cluster of 4 separate species, C21H23Cl2N3O6P in total at a distorted geometry.

Computed properties:
- Calculated total energy: -2691.01424 Ha

ORCA input file:
```
! wB97M-V def2-TZVPD RIJCOSX def2/J DEFGRID3
* xyz -1 1
C 1.749 -1.972 -0.972
C 1.187 -0.617 -0.199
Cl 2.365 0.825 0.126
C -0.238 -0.532 0.239
P -1.574 -1.889 -0.066
Cl -0.814 1.005 1.165
H 2.909 -2.116 -0.894
H 1.332 -1.992 -2.072
H 1.222 -2.886 -0.414
H -2.335 -0.877 -0.812
H -2.332 -1.476 1.101
H -0.789 -2.845 0.696
H -1.001 -2.289 -1.329
H -2.626 -2.884 -0.313
C -4.190 -7.782 -3.637
C -3.741 -8.216 -2.389
C -3.832 -7.372 -1.281
C -4.383 -6.092 -1.433
C -4.828 -5.651 -2.686
C -4.729 -6.503 -3.788
N -4.506 -5.210 -0.266
O -4.083 -5.630 0.822
O -5.028 -4.099 -0.434
H -4.122 -8.445 -4.498
H -3.321 -9.213 -2.280
H -3.478 -7.725 -0.315
H -5.253 -4.659 -2.819
H -5.074 -6.171 -4.765
C -2.617 4.741 0.036
C -2.167 4.308 1.284
C -2.259 5.151 2.393
C -2.810 6.431 2.241
C -3.255 6.872 0.987
C -3.155 6.020 -0.115
N -2.932 7.313 3.408
O -2.510 6.894 4.495
O -3.455 8.424 3.239
H -2.549 4.078 -0.825
H -1.748 3.310 1.393
H -1.904 4.798 3.359
H -3.680 7.865 0.854
H -3.501 6.352 -1.092
C 6.127 1.055 1.983
C 5.488 1.784 0.979
C 6.229 2.626 0.147
C 7.616 2.727 0.328
C 8.258 2.002 1.341
C 7.506 1.165 2.168
N 8.403 3.591 -0.559
O 7.796 4.231 -1.430
O 9.630 3.628 -0.389
H 5.546 0.395 2.625
H 4.413 1.694 0.842
H 5.717 3.188 -0.631
H 9.332 2.075 1.496
H 7.995 0.595 2.955
*
```

***

# 2
ORCA calculation (ωB97M-V with the def2-TZVPD basis set) on a structure of composition C24H48CoO18 at a distorted geometry.

Computed properties:
- Calculated total energy: -3679.37767 Ha

ORCA input file:
```
! wB97M-V def2-TZVPD RIJCOSX def2/J DEFGRID3
* xyz 3 5
Co -0.108 -0.132 0.204
C -0.204 4.847 1.551
C 1.175 4.219 1.437
O 1.490 3.963 0.023
C 1.109 2.814 -0.662
O 0.535 1.874 -0.154
O 1.430 2.809 -1.939
C 2.330 3.821 -2.513
H -0.395 5.377 2.485
H -0.882 4.036 1.286
H -0.241 5.645 0.810
H 1.169 3.302 2.026
H 2.053 4.838 1.622
H 2.606 3.579 -3.540
H 3.301 3.824 -2.017
H 1.894 4.819 -2.489
C -3.653 1.220 -4.176
C -3.351 -0.293 -3.918
O -2.490 -0.490 -2.755
C -1.152 -0.280 -2.800
O -0.372 -0.393 -1.856
O -0.757 0.146 -4.067
C 0.648 0.039 -4.405
H -2.745 1.818 -4.255
H -4.257 1.697 -3.404
H -4.219 1.327 -5.100
H -3.079 -0.867 -4.803
H -4.294 -0.750 -3.620
H 1.285 0.305 -3.562
H 1.013 0.738 -5.158
H 0.908 -0.987 -4.667
C -2.884 -3.824 -1.162
C -1.412 -4.300 -1.140
O -0.845 -4.397 0.162
C -0.530 -3.328 0.969
O -0.490 -2.179 0.503
O -0.102 -3.703 2.238
C -0.277 -5.041 2.785
H -2.882 -2.801 -0.785
H -3.571 -4.410 -0.551
H -3.390 -3.855 -2.127
H -0.882 -3.519 -1.684
H -1.225 -5.253 -1.635
H 0.397 -5.756 2.312
H -1.269 -5.469 2.639
H 0.051 -4.997 3.824
C 4.545 0.384 -3.522
C 4.568 0.921 -2.094
O 3.347 0.684 -1.475
C 3.093 -0.331 -0.685
O 1.958 -0.434 -0.176
O 4.179 -1.075 -0.355
C 3.905 -2.389 0.190
H 3.710 0.711 -4.142
H 4.465 -0.699 -3.438
H 5.422 0.640 -4.117
H 4.676 2.005 -2.112
H 5.395 0.580 -1.472
H 3.532 -3.086 -0.560
H 3.282 -2.255 1.075
H 4.793 -2.925 0.523
C 2.947 -2.216 4.538
C 3.438 -1.052 3.731
O 2.510 -0.587 2.726
C 1.392 0.132 3.014
O 0.468 0.209 2.206
O 1.417 0.623 4.297
C 0.379 1.439 4.733
H 3.525 -2.239 5.462
H 3.134 -3.130 3.975
H 1.918 -2.191 4.895
H 4.337 -1.416 3.233
H 3.893 -0.235 4.291
H -0.006 2.086 3.945
H 0.525 1.924 5.698
H -0.367 0.674 4.950
C -4.313 2.930 0.110
C -4.441 1.501 -0.358
O -4.273 0.551 0.708
C -3.061 0.034 1.024
O -1.998 0.298 0.467
O -3.206 -0.832 1.997
C -4.400 -0.918 2.813
H -3.682 2.981 0.997
H -5.230 3.324 0.548
H -4.144 3.646 -0.695
H -3.822 1.184 -1.197
H -5.413 1.361 -0.831
H -5.130 -1.647 2.461
H -4.801 0.082 2.978
H -3.901 -1.281 3.712
*
```

***

# 3
ORCA calculation (ωB97M-V with the def2-TZVPD basis set) on a cluster of 2 separate species, C11H15OPS in total at a distorted geometry.

Computed properties:
- Calculated total energy: -1242.70086 Ha

ORCA input file:
```
! wB97M-V def2-TZVPD RIJCOSX def2/J DEFGRID3
* xyz 0 3
C -4.248 -0.323 -0.893
C -2.940 -0.077 -1.389
C -4.293 -0.304 0.445
C -2.092 0.070 -0.342
C 0.392 -0.054 1.403
C 1.036 -0.890 0.578
C 0.481 0.778 -0.927
C 1.115 -0.527 -0.839
C 1.414 -2.366 0.918
C 2.600 -0.445 -1.290
C 1.705 2.461 1.159
O -0.875 2.635 0.741
P 0.137 1.560 0.597
S -2.727 -0.002 1.232
H -4.971 -0.595 -1.668
H -2.639 -0.284 -2.415
H -5.171 -0.195 1.037
H 0.481 -0.308 2.400
H 0.651 1.286 -1.805
H 0.562 -1.204 -1.486
H 1.059 -2.983 0.166
H 0.828 -2.615 1.736
H 2.470 -2.526 0.940
H 2.726 0.199 -2.116
H 3.088 -1.322 -1.438
H 3.274 -0.085 -0.536
H 1.316 2.988 2.125
H 2.602 1.851 1.353
H 2.018 3.276 0.316
*
```

***

# 4
ORCA calculation (ωB97M-V with the def2-TZVPD basis set) on a cluster of 10 separate species, C56H122BClF4N6O6 in total at a distorted geometry.

Computed properties:
- Calculated total energy: -3870.87748 Ha

ORCA input file:
```
! wB97M-V def2-TZVPD RIJCOSX def2/J DEFGRID3
* xyz 2 1
C 9.152 1.637 5.833
C 8.544 0.270 5.749
C 7.115 0.310 6.328
N 6.337 -1.067 6.216
C 6.272 -1.480 4.727
C 5.351 -2.653 4.565
C 3.986 -2.524 5.264
C 4.003 -1.985 6.713
C 4.961 -0.797 6.830
C 7.115 -2.080 6.962
H 8.306 2.320 5.747
H 9.978 1.983 5.212
H 9.462 1.919 6.839
H 9.065 -0.410 6.422
H 8.719 0.004 4.706
H 6.652 1.183 5.869
H 6.979 0.436 7.403
H 5.937 -0.555 4.257
H 7.231 -1.656 4.239
H 5.137 -2.748 3.500
H 5.841 -3.513 5.022
H 3.402 -1.734 4.790
H 3.435 -3.452 5.111
H 3.145 -1.424 7.083
H 4.175 -2.748 7.473
H 4.655 0.112 6.311
H 5.177 -0.650 7.888
H 8.048 -2.259 6.429
H 6.492 -2.973 7.020
H 7.455 -1.804 7.961
C 3.016 0.379 -5.831
C 1.729 -0.015 -5.078
C 0.548 0.555 -5.833
N -0.849 0.285 -5.172
C -0.757 1.030 -3.784
C -2.167 1.232 -3.172
C -3.081 2.108 -4.064
C -3.193 1.302 -5.502
C -1.799 0.974 -6.178
C -1.183 -1.253 -5.104
H 3.062 -0.244 -6.725
H 3.805 0.208 -5.099
H 3.036 1.454 -6.010
H 1.817 0.322 -4.045
H 1.697 -1.104 -5.085
H 0.416 0.131 -6.829
H 0.616 1.642 -5.892
H -0.161 1.924 -3.967
H -0.176 0.400 -3.110
H -2.226 1.697 -2.188
H -2.556 0.214 -3.177
H -2.844 3.172 -4.032
H -4.095 2.236 -3.685
H -3.864 1.859 -6.156
H -3.727 0.366 -5.338
H -1.271 1.861 -6.528
H -2.035 0.270 -6.975
H -0.556 -1.695 -4.330
H -1.036 -1.675 -6.098
H -2.229 -1.240 -4.798
C 3.441 -0.455 2.249
C 2.098 0.234 2.583
C 1.055 -0.847 2.480
N -0.379 -0.378 2.735
C -0.766 1.007 2.110
C -0.851 0.778 0.599
C -1.798 -0.352 0.199
C -1.506 -1.713 0.850
C -1.340 -1.546 2.371
C -0.497 -0.024 4.222
H 3.798 -0.515 1.221
H 3.401 -1.527 2.446
H 4.264 -0.121 2.881
H 1.972 1.048 1.869
H 2.120 0.722 3.557
H 1.343 -1.588 3.226
H 1.154 -1.409 1.551
H 0.012 1.760 2.238
H -1.764 1.317 2.421
H 0.180 0.759 0.247
H -1.143 1.751 0.205
H -1.688 -0.573 -0.862
H -2.787 0.047 0.426
H -0.528 -2.037 0.495
H -2.289 -2.415 0.561
H -1.014 -2.454 2.877
H -2.331 -1.170 2.624
H -0.606 -0.923 4.828
H -1.433 0.473 4.479
H 0.244 0.681 4.599
C -3.693 4.139 3.278
C -4.868 3.687 2.373
C -4.567 3.763 0.942
N -5.893 3.497 0.029
C -6.537 2.175 0.265
C -7.613 1.678 -0.736
C -7.255 1.825 -2.132
C -6.585 3.228 -2.380
C -5.442 3.516 -1.461
C -6.864 4.680 0.212
H -2.925 3.371 3.374
H -4.181 4.206 4.251
H -3.248 5.095 3.004
H -5.671 4.373 2.644
H -5.139 2.637 2.485
H -3.813 3.002 0.739
H -4.269 4.737 0.556
H -5.735 1.437 0.295
H -6.928 2.302 1.274
H -7.917 0.662 -0.483
H -8.530 2.233 -0.538
H -6.556 1.035 -2.406
H -8.187 1.812 -2.697
H -6.347 3.389 -3.431
H -7.301 4.049 -2.419
H -4.633 2.804 -1.304
H -5.177 4.553 -1.671
H -7.807 4.425 -0.272
H -6.319 5.505 -0.247
H -7.034 5.039 1.227
C -5.882 -7.370 -2.206
C -4.651 -6.532 -1.806
C -3.334 -7.162 -2.127
N -2.046 -6.311 -1.964
C -0.855 -7.326 -2.057
C 0.455 -6.695 -1.628
C 0.408 -6.178 -0.106
C -0.688 -5.182 0.005
C -2.021 -5.611 -0.548
C -1.854 -5.295 -3.078
H -6.795 -7.305 -1.614
H -5.550 -8.408 -2.222
H -6.087 -7.242 -3.269
H -4.672 -6.127 -0.794
H -4.763 -5.676 -2.471
H -3.220 -7.454 -3.171
H -3.304 -8.051 -1.497
H -1.141 -8.055 -1.299
H -0.927 -7.828 -3.022
H 1.299 -7.377 -1.729
H 0.677 -5.909 -2.350
H 0.153 -7.043 0.507
H 1.369 -5.702 0.087
H -0.879 -5.008 1.064
H -0.337 -4.229 -0.392
H -2.283 -6.349 0.210
H -2.800 -4.857 -0.654
H -1.494 -5.600 -4.061
H -1.174 -4.542 -2.677
H -2.824 -4.799 -3.113
C 2.533 7.446 -2.301
C 2.422 5.922 -2.279
C 3.747 5.108 -2.576
N 3.687 3.703 -2.059
C 4.874 2.942 -2.786
C 5.413 1.677 -2.032
C 5.453 2.020 -0.533
C 4.081 2.372 0.023
C 3.629 3.791 -0.487
C 2.432 3.029 -2.477
H 1.637 7.976 -1.979
H 2.656 7.884 -3.292
H 3.396 7.690 -1.682
H 1.542 5.627 -2.851
H 2.049 5.722 -1.274
H 4.691 5.605 -2.354
H 3.680 5.080 -3.664
H 5.712 3.629 -2.671
H 4.619 2.789 -3.834
H 6.429 1.446 -2.351
H 4.791 0.851 -2.378
H 6.213 2.753 -0.266
H 5.524 1.043 -0.055
H 3.910 2.428 1.098
H 3.429 1.576 -0.338
H 4.405 4.529 -0.284
H 2.604 3.760 -0.119
H 2.391 3.176 -3.556
H 1.613 3.308 -1.814
H 2.465 1.959 -2.274
Cl 1.902 -0.788 -1.299
B -1.060 4.654 0.017
F -1.617 4.785 1.326
F -2.042 4.255 -0.927
F -0.566 5.878 -0.244
F -0.098 3.734 0.063
O -3.775 -2.953 -1.668
C -4.195 -2.144 -2.564
O -4.642 -1.032 -2.179
O -4.138 -2.479 -3.769
H -4.015 -2.593 -0.811
O -3.465 -3.193 4.442
C -3.934 -3.470 3.299
O -3.390 -4.262 2.497
O -4.910 -2.803 3.040
H -4.256 -2.649 4.459
*
```

***

# 5
ORCA calculation (ωB97M-V with the def2-TZVPD basis set) on the molecule C3H7N3O.

Computed properties:
- Calculated total energy: -358.04638 Ha
- SMILES string: [H]/N=C/NC(=O)NC

ORCA input file:
```
! wB97M-V def2-TZVPD RIJCOSX def2/J DEFGRID3
* xyz 0 1
H -4.126 -0.254 -0.501
N -3.368 -0.151 0.169
C -2.248 -0.180 -0.429
N -1.079 -0.064 0.299
C 0.177 0.007 -0.298
O 0.325 -0.042 -1.507
N 1.199 0.147 0.597
C 2.580 0.174 0.167
H -2.063 -0.293 -1.500
H -1.203 0.072 1.293
H 1.008 0.031 1.580
H 2.585 0.285 -0.917
H 3.105 -0.753 0.429
H 3.106 1.022 0.618
*
```

***

# 6
ORCA calculation (ωB97M-V with the def2-TZVPD basis set) on a structure of composition C24H43FeN2P3S2 at a distorted geometry.

Computed properties:
- Calculated total energy: -4132.86230 Ha

ORCA input file:
```
! wB97M-V def2-TZVPD RIJCOSX def2/J DEFGRID3
* xyz 3 6
Fe 0.188 0.078 0.246
P -0.837 2.241 1.430
P -2.081 -0.504 -0.048
P 2.197 1.266 0.193
H 0.691 -1.694 -6.579
C 1.632 -1.822 -6.000
C 1.969 -2.845 -5.190
H 1.349 -3.420 -4.493
C -1.266 3.666 0.324
C -2.380 2.127 2.441
C 0.207 3.118 2.678
C -2.356 -1.886 -1.217
C -3.084 -1.067 1.395
C -3.092 0.814 -0.840
C 3.612 0.746 -0.856
C 2.822 0.887 1.885
C 2.384 3.086 -0.067
H 2.412 -1.101 -6.302
H 2.948 -3.349 -5.294
H -1.633 4.508 0.933
H -2.045 3.375 -0.394
H -0.377 3.986 -0.236
H -2.581 3.110 2.896
H -2.235 1.388 3.240
H -3.242 1.832 1.832
H -0.372 3.964 3.081
H 1.132 3.499 2.237
H 0.461 2.439 3.499
H -3.373 -1.843 -1.634
H -2.191 -2.851 -0.724
H -1.655 -1.809 -2.054
H -3.910 -0.372 1.607
H -2.436 -1.133 2.278
H -3.498 -2.064 1.188
H -3.908 0.352 -1.416
H -2.428 1.355 -1.528
H -3.507 1.523 -0.111
H 4.470 1.405 -0.658
H 3.318 0.823 -1.909
H 3.875 -0.296 -0.643
H 3.904 1.081 1.936
H 2.630 -0.174 2.096
H 2.294 1.482 2.638
H 3.426 3.291 -0.355
H 2.141 3.708 0.799
H 1.733 3.386 -0.898
C 0.252 -0.962 -3.497
C 0.468 0.337 -3.994
C -0.468 0.829 -4.901
C -1.638 0.103 -5.235
C -1.764 -1.240 -4.859
C -0.723 -1.788 -4.111
S 1.328 -1.576 -2.269
H 1.180 -0.416 -1.535
H 1.444 0.823 -3.805
H -0.206 1.775 -5.381
H -2.444 0.454 -5.892
H -2.671 -1.827 -5.066
H -0.551 -2.860 -4.154
N 0.409 -3.466 0.781
C 0.495 -2.877 1.996
N 0.310 -1.594 2.265
C 0.357 -1.362 3.657
C 0.097 -0.172 4.348
C 0.310 -0.101 5.732
C 0.755 -1.215 6.448
C 0.934 -2.435 5.782
C 0.708 -2.515 4.412
S 0.840 -3.931 3.377
H 0.673 -4.445 0.752
H 0.466 -2.929 -0.094
H -0.300 0.664 3.780
H 0.203 0.856 6.237
H 0.926 -1.120 7.522
H 1.301 -3.316 6.302
*
```

***

# 7
ORCA calculation (ωB97M-V with the def2-TZVPD basis set) on the ion BrHNO2S with charge -1 at a distorted geometry.

Computed properties:
- Calculated total energy: -3178.00677 Ha

ORCA input file:
```
! wB97M-V def2-TZVPD RIJCOSX def2/J DEFGRID3
* xyz -1 1
N -0.945 -0.499 0.539
O -1.522 0.664 -0.110
O 0.663 0.203 -1.426
S 0.319 0.568 -0.036
Br 2.544 0.463 1.116
H -1.058 -1.399 -0.083
*
```

***

Question: The highest calculated total energy belongs to which entry?
Answer: C3H7N3O

***

Question: What is the calculated total energy in the seventh record?
Answer: -3178.00677 Ha

***

Question: What is the formula in the seventh record?
Answer: BrHNO2S

***

Question: What is the formula in the sixth record?
Answer: C24H43FeN2P3S2